[1]
{
  "formula": "C35H29BrIN6ORhS3",
  "method": "ωB97M-V/def2-TZVPD",
  "max_force_ev_per_a": 2.303,
  "e_homo_ha": [-0.2760, -0.2680],
  "e_lumo_ev": [-1.55, -1.57],
  "relative_energy_kcal_mol": 38.1,
  "e_tot_ha": -5931.68301,
  "symbols": ["C", "C", "N", "H", "H", "H", "H", "H", "C", "C", "C", "H", "H", "N", "H", "N", "H", "C", "H", "H", "C", "Br", "C", "H", "S", "C", "O", "C", "H", "H", "H", "S", "C", "C", "H", "H", "H", "C", "N", "C", "C", "H", "N", "H", "C", "S", "C", "C", "H", "C", "C", "I", "H", "C", "C", "C", "C", "H", "Rh", "H", "C", "C", "C", "C", "H", "H", "C", "C", "N", "C", "C", "C", "C", "C", "H", "H", "H"],
  "coordinates": [[-1.5939, 3.2824, 1.1040], [-5.8744, -2.1447, 3.9493], [4.3023, -0.4164, 0.7641], [-6.1948, -3.0790, 5.8611], [1.0088, -0.8509, -4.8014], [1.0857, 5.3322, 1.3733], [-2.3925, -5.2357, -0.8651], [-3.5274, -4.4746, 0.7764], [2.9943, -0.3418, 0.5334], [-5.0123, -1.3742, 3.1824], [-3.8122, -0.9228, 3.7213], [6.5817, 2.6902, 1.4739], [1.3827, 3.1705, -7.6449], [5.0735, 0.6698, 0.8799], [-1.7599, 0.0921, 5.0933], [-1.1436, -2.7429, 2.9194], [-5.2770, -1.1178, 2.1625], [-1.7439, -3.2780, 0.7923], [-1.5083, 1.1962, 0.6296], [5.7621, 0.5615, 1.6002], [1.2185, 1.0283, -7.6109], [1.4071, 4.1557, -4.9226], [-2.1077, -4.3371, -1.3973], [3.8754, 1.2180, -1.4882], [-0.8608, -2.1000, 5.4443], [1.2999, 2.2841, -7.0291], [-0.8802, -0.9390, -0.8043], [0.5173, 4.4231, 1.2207], [1.0431, -1.0858, -7.2545], [2.2588, 3.2042, 0.8730], [-6.8178, -2.4819, 3.5347], [0.3203, -0.4923, 3.1901], [4.5368, 1.9917, -1.1328], [1.0804, 0.0301, -5.4290], [1.2400, 0.9371, -8.6902], [5.7890, 5.0102, -2.0458], [-2.1515, -5.1922, 1.6486], [6.2864, 3.9563, -0.2414], [1.0927, 0.7953, 0.5828], [6.0742, 2.8174, 0.5216], [-1.6882, -3.2044, -0.6578], [-2.2174, -0.5887, 6.6711], [2.3509, 0.8459, 0.5671], [6.9756, 4.7156, 0.1069], [1.1800, 3.2414, 0.9416], [2.1709, -1.8726, 0.3384], [0.4523, 2.0595, 0.7655], [-2.6885, -4.2634, 1.4317], [4.2335, 3.2548, -2.8314], [-4.3235, -2.0341, 5.7864], [-3.4626, -1.2385, 5.0303], [1.0703, 1.3905, -2.7551], [-0.9769, -1.1935, -3.3074], [5.1934, 1.8317, 0.0814], [-1.2532, -2.0529, -1.3699], [1.1097, -0.0994, -6.8094], [-1.2944, -2.0901, -2.7857], [-2.4196, -5.2455, -3.2977], [0.1002, -0.9273, 0.9655], [-3.1434, -0.3134, 3.1187], [4.7506, 3.1343, -1.8860], [1.2699, 2.4134, -5.6475], [-0.9393, 2.0950, 0.8215], [-1.7083, -3.2039, -3.4662], [-3.0496, -3.8750, 2.3755], [-2.6754, 3.2983, 1.1596], [-0.5811, -1.8948, 3.6978], [1.1563, 1.2869, -4.8369], [-0.9922, -2.5195, 1.5552], [-2.1111, -4.3541, -2.7661], [-2.1472, -0.7874, 5.6025], [5.6236, 4.1219, -1.4475], [-0.8694, 4.4471, 1.3180], [-5.5261, -2.4785, 5.2554], [-4.0374, -2.3089, 6.7983], [-1.7179, -3.2000, -4.5510], [-1.3871, 5.3704, 1.5524]],
  "atomic_forces_ev_per_a": [[-0.01, 0.08, -0.02], [0.01, -0.03, 0.07], [-1.45, 0.04, 0.25], [0.04, 0.01, -0.04], [-0.02, 0.06, -0.03], [0.00, -0.05, -0.02], [-0.04, 0.06, -0.02], [0.04, -0.02, -0.05], [2.13, -0.88, 0.12], [0.02, 0.01, 0.01], [-0.05, 0.05, -0.03], [0.01, 0.03, -0.09], [0.01, -0.03, 0.04], [-0.21, 0.67, -0.30], [-0.05, 0.10, 0.08], [0.00, -0.24, 0.11], [0.02, 0.00, 0.05], [0.10, 0.04, 0.04], [-0.05, -0.09, 0.00], [0.42, -0.24, -0.18], [-0.02, 0.02, 0.03], [-0.01, -0.02, -0.02], [0.05, 0.04, 0.07], [-0.07, 0.01, -0.08], [0.00, 0.12, 0.01], [-0.01, -0.03, -0.08], [0.39, -0.25, -0.14], [-0.01, -0.01, -0.02], [0.03, 0.08, 0.03], [-0.01, 0.07, 0.02], [0.07, 0.00, 0.02], [0.26, -0.49, -0.02], [0.01, -0.08, -0.01], [0.03, -0.04, -0.04], [0.00, 0.00, 0.06], [-0.02, -0.05, 0.04], [-0.07, 0.03, 0.00], [0.01, -0.10, 0.07], [0.31, 0.34, 0.51], [0.02, 0.09, 0.15], [0.09, -0.02, 0.05], [0.01, 0.01, -0.01], [-0.33, 0.73, -0.46], [-0.02, -0.03, 0.03], [0.11, -0.26, -0.03], [-1.45, 0.52, 0.37], [-0.24, 0.45, 0.00], [0.17, 0.00, -0.03], [-0.02, -0.05, 0.05], [-0.02, 0.04, -0.03], [0.06, -0.04, 0.05], [-0.04, -0.03, -0.15], [-0.04, -0.05, 0.07], [-0.19, -0.26, 0.31], [-0.07, 0.02, 0.01], [-0.01, -0.03, 0.00], [-0.01, 0.07, -0.09], [0.03, 0.05, 0.01], [-0.02, -0.34, -0.26], [-0.02, -0.03, 0.06], [0.03, -0.01, -0.04], [0.02, -0.06, 0.08], [0.11, -0.12, -0.06], [-0.01, -0.04, 0.07], [-0.03, 0.02, 0.08], [0.05, -0.02, -0.02], [-0.09, 0.16, -0.19], [0.01, 0.09, 0.01], [0.05, 0.25, 0.02], [0.00, 0.01, -0.07], [0.03, -0.36, -0.18], [-0.03, 0.07, -0.09], [-0.04, -0.06, -0.04], [0.07, 0.07, -0.04], [-0.06, 0.03, -0.08], [0.00, 0.00, 0.06], [0.06, -0.05, -0.02]],
  "mulliken_charge": [-0.8604, -0.4435, -1.0116, 0.3837, 0.4957, 0.4190, 0.4475, 0.4661, 0.6483, -0.7207, -0.0866, 0.3270, 0.3833, 0.2135, 0.4120, -0.7732, 0.4115, 0.9122, 0.5677, 0.2191, -0.5134, -0.1815, -0.9016, 0.5613, -0.1030, -0.4160, -0.4461, -0.7053, 0.3735, 0.4286, 0.3881, -0.5086, -0.0971, -0.2794, 0.3635, 0.4029, 0.3332, -0.4515, 0.7373, -0.6920, 0.4038, 0.5067, -0.1386, 0.3692, -0.3357, -0.2378, 0.0165, -1.6147, 0.3829, -0.4052, 0.6199, 0.2755, 0.4964, 0.7880, 0.1327, -0.7332, -0.4374, 0.3841, 0.1748, 0.4311, -0.5758, 0.0529, -0.1771, -0.4980, 0.3364, 0.4368, 0.3852, 0.1712, 0.6748, -0.8129, -1.2726, -0.6763, -0.4704, -0.5574, 0.3779, 0.4281, 0.3948]
}

***

[2]
{
  "formula": "C35H29ClIrN3O5PSTe",
  "method": "ωB97M-V/def2-TZVPD",
  "max_force_ev_per_a": 3.094,
  "e_homo_ha": [-0.4289, -0.4288],
  "e_lumo_ev": [-7.49, -7.53],
  "total_charge": 2,
  "relative_energy_kcal_mol": 137.7,
  "s_squared": 0.79,
  "multiplicity": 2,
  "e_tot_ha": -3462.93105,
  "symbols": ["C", "C", "C", "H", "N", "H", "H", "C", "C", "H", "C", "C", "Cl", "H", "C", "C", "C", "C", "C", "N", "Te", "C", "H", "H", "C", "H", "P", "C", "C", "H", "C", "C", "C", "C", "C", "H", "Ir", "H", "C", "H", "C", "H", "C", "H", "O", "O", "H", "C", "H", "S", "C", "C", "C", "H", "C", "O", "H", "C", "O", "H", "H", "O", "C", "H", "C", "H", "H", "H", "N", "H", "H", "H", "H", "H", "C", "C", "C"],
  "coordinates": [[-0.4707, -0.5321, -4.6458], [1.9122, -0.6903, -4.6312], [-5.3485, -2.6061, -0.4834], [2.8488, -0.7946, -5.1568], [-0.0875, 1.3335, 1.0350], [-5.0679, 2.0529, -2.5819], [-2.2822, -5.0716, -4.4174], [-2.5150, -1.5083, 1.6662], [0.2698, 0.8345, 2.2667], [0.8248, -0.0863, 2.3341], [-0.1002, -4.7774, -1.8331], [-1.7763, 1.6223, -3.1780], [-2.0029, -0.5602, -5.3983], [-0.2218, -6.0921, -3.5170], [-6.3373, -2.8556, 0.4609], [0.6919, -0.6463, -5.3368], [-0.7273, 2.4785, 1.1461], [5.2774, 2.2986, 5.6293], [1.9219, -0.4874, -3.2374], [2.8327, 1.1036, -0.3803], [2.8299, 3.7081, 2.4015], [-1.8404, -3.1358, -1.6792], [-4.7963, -0.0887, -1.4297], [-0.7458, -1.6133, -2.8970], [4.9250, 4.1546, 2.3443], [5.0632, 5.2288, 2.2499], [-2.6048, -1.7674, -0.8731], [7.2880, 3.5509, 5.2531], [5.4906, 3.6437, 3.6452], [7.3416, 4.7070, 3.4519], [-4.0924, 1.5894, -2.5558], [-3.8856, -1.9546, 1.3295], [6.7632, 4.0246, 4.0627], [-2.7220, -0.3003, -1.8616], [-6.1023, -2.6543, 1.8196], [-6.8891, -2.8608, 2.5319], [0.4241, 0.4181, -0.7338], [-0.9291, 2.0737, -3.6809], [4.7421, 2.7749, 4.4356], [-7.3024, -3.2192, 0.1359], [-4.8693, -2.2050, 2.2715], [0.0271, 1.4367, 4.3530], [-4.1223, -2.1449, -0.0311], [0.7998, -5.2324, -1.4438], [3.9701, 1.3596, -0.2253], [-1.7408, -1.4279, 0.4318], [-3.3162, -3.1540, -3.2653], [-1.8384, -4.6843, -3.5109], [2.8556, -0.3656, -2.7050], [-0.9332, 2.9979, 2.7306], [-3.9317, 0.3572, -1.9019], [-0.1247, 1.6109, 3.3016], [-2.9989, 2.2018, -3.2053], [-1.0525, 3.0591, 0.2977], [-0.4705, -0.5795, -3.1526], [-1.9987, -1.2539, 2.6867], [5.3887, 3.6638, 1.4911], [-0.6805, -3.7127, -1.1593], [2.0012, 1.7650, -1.1029], [-0.2351, -3.3322, -0.2486], [-5.5411, -2.7796, -1.5340], [2.2510, 0.0638, 0.1519], [-0.6772, -5.2585, -2.9998], [8.2735, 3.8629, 5.5714], [-2.4244, -3.6160, -2.8566], [4.6915, 1.6281, 6.2472], [-0.9786, 0.9650, -1.5057], [2.6515, 2.4323, 4.7991], [0.8247, -0.3558, -2.5471], [0.6805, -0.7025, -6.4166], [3.3766, 1.3235, 3.6226], [6.9435, 2.3157, 6.9751], [-3.1404, 3.1299, -3.7416], [-4.6671, -2.0587, 3.3240], [6.5423, 2.6836, 6.0403], [3.3662, 2.3533, 3.9819], [-1.5013, 0.3584, -2.4147]],
  "atomic_forces_ev_per_a": [[-0.21, -0.09, 0.04], [-0.13, 0.03, -0.04], [0.03, -0.01, 0.03], [0.02, -0.02, 0.01], [-0.03, -0.06, 0.12], [-0.01, -0.03, 0.00], [0.00, 0.00, -0.01], [-0.07, -0.18, -0.27], [0.03, 0.06, 0.09], [-0.02, -0.03, 0.00], [0.02, 0.03, 0.01], [0.18, -0.81, 0.33], [0.14, -0.07, -0.07], [0.00, -0.01, -0.01], [0.03, 0.01, 0.03], [0.21, 0.02, 0.05], [0.02, 0.12, -0.10], [-0.05, -0.03, 0.03], [-0.02, 0.14, -0.10], [0.49, -1.30, 1.00], [0.12, -0.14, 0.11], [0.12, -0.19, 0.10], [-0.06, 0.04, 0.00], [-0.04, 0.09, -0.08], [0.04, 0.02, 0.02], [-0.05, 0.02, -0.04], [-0.44, 0.82, -1.03], [-0.01, 0.00, -0.03], [-0.05, -0.08, 0.11], [0.01, 0.00, 0.00], [-0.13, -1.09, 0.68], [0.08, 0.04, -0.02], [0.02, 0.04, -0.03], [1.78, -0.61, -0.05], [0.01, 0.00, -0.02], [-0.01, 0.00, 0.00], [-0.39, 0.97, -0.07], [0.02, -0.05, -0.05], [0.09, 0.10, -0.07], [-0.01, 0.00, 0.00], [-0.01, 0.00, 0.02], [0.00, -0.01, 0.02], [0.03, -0.08, 0.08], [0.01, -0.01, 0.00], [-0.40, 0.31, -0.27], [0.37, 0.09, 0.49], [0.00, 0.02, 0.00], [0.02, 0.00, 0.03], [0.08, -0.04, -0.01], [-0.06, 0.03, 0.04], [-1.15, 2.00, -0.59], [0.05, -0.04, 0.04], [0.02, -0.25, 0.29], [-0.04, -0.02, -0.04], [-0.12, 0.00, 0.41], [0.09, 0.09, 0.17], [-0.05, 0.00, -0.06], [-0.03, -0.06, -0.04], [-1.18, 0.02, -0.25], [-0.02, -0.03, 0.00], [0.01, 0.02, 0.00], [1.24, 0.09, 0.17], [-0.02, 0.00, -0.02], [0.00, 0.00, -0.01], [0.06, -0.03, 0.00], [0.00, 0.00, 0.00], [1.52, 0.71, 1.46], [-0.06, 0.02, -0.03], [-0.05, -0.13, -0.13], [0.00, 0.00, -0.01], [-0.07, 0.03, -0.06], [-0.01, 0.00, 0.00], [-0.01, 0.00, -0.05], [-0.01, 0.00, 0.00], [-0.02, -0.01, -0.03], [0.05, -0.02, 0.05], [-1.94, -0.44, -2.37]],
  "lowdin_spin": [0.2284, 0.2910, 0.0000, 0.0145, 0.0020, 0.0003, -0.0001, 0.0000, 0.0015, 0.0001, 0.0000, 0.0073, 0.0705, 0.0001, 0.0000, 0.0063, 0.0013, 0.0000, 0.0477, 0.0001, 0.0002, 0.0034, -0.0001, 0.0304, 0.0000, 0.0000, 0.0008, 0.0000, 0.0000, 0.0000, 0.0057, 0.0000, 0.0000, 0.0038, 0.0000, 0.0000, 0.0236, 0.0015, 0.0000, 0.0000, 0.0000, 0.0000, 0.0000, 0.0000, -0.0005, 0.0008, 0.0002, -0.0003, -0.0008, 0.0009, 0.0001, -0.0001, 0.0012, 0.0000, 0.0503, 0.0000, 0.0000, 0.0025, -0.0042, 0.0001, 0.0000, -0.0019, 0.0018, 0.0000, 0.0038, 0.0000, 0.0005, 0.0000, 0.1929, -0.0049, 0.0000, 0.0000, 0.0001, 0.0000, 0.0000, 0.0000, 0.0168]
}

***

[3]
{
  "formula": "C35H29F4Si",
  "method": "ωB97M-V/def2-TZVPD",
  "max_force_ev_per_a": 1.856,
  "e_homo_ha": -0.3993,
  "e_lumo_ev": -6.62,
  "total_charge": 1,
  "relative_energy_kcal_mol": 0.0,
  "e_tot_ha": -2039.76879,
  "symbols": ["C", "C", "C", "C", "C", "H", "H", "F", "H", "C", "C", "H", "F", "C", "C", "C", "H", "C", "C", "C", "H", "H", "C", "H", "Si", "F", "C", "C", "H", "H", "H", "C", "H", "C", "H", "C", "C", "C", "C", "H", "H", "H", "H", "C", "H", "H", "F", "C", "H", "C", "C", "H", "C", "C", "H", "H", "H", "H", "C", "C", "C", "C", "H", "H", "C", "H", "H", "C", "C"],
  "coordinates": [[0.1576, 2.8097, -1.8757], [-3.4750, 0.5248, -0.1318], [1.9638, 1.5973, 7.3496], [2.1923, -1.1694, 0.9231], [0.3817, 1.8503, -2.8743], [-4.8825, 0.2558, 1.4893], [0.0187, 4.3366, 1.3065], [-1.4871, 4.7705, 8.2826], [-0.3965, 3.7182, -5.6203], [3.7544, 0.1932, 8.2702], [1.6595, 3.2970, 2.2831], [0.7003, 0.8388, -2.6077], [5.9631, 0.4850, 7.4459], [-3.2353, 1.5367, 2.0536], [1.1302, 2.2245, 3.1760], [-0.6336, 4.9548, 7.2158], [0.1146, 2.4472, 3.5352], [-3.9508, 0.7233, 1.1690], [2.5712, 3.5410, 5.8537], [3.6564, 0.1048, -0.5298], [0.8215, 3.5967, 8.0162], [0.3630, 1.4273, -4.9911], [0.8828, 3.7021, 1.0408], [1.7887, 5.5512, 4.2756], [0.2339, 2.3460, -0.0733], [1.5121, -0.0551, 9.0042], [1.4220, 4.3541, 6.0546], [1.1840, -0.2112, 0.7583], [3.3253, 3.9120, 5.1607], [-0.7496, 5.4378, -3.8513], [-1.9483, 6.4099, 6.2773], [1.4422, 0.9362, -0.0026], [3.0776, 4.8349, 2.0078], [2.4198, 0.5877, 8.1890], [0.2010, -0.3545, 1.2192], [-0.2299, 3.4670, -4.5719], [3.4195, -1.0159, 0.2726], [-1.4872, 1.8183, 0.3990], [4.6436, 0.8779, 7.4381], [1.7799, 2.1359, 4.0570], [2.0064, -2.0373, 1.5578], [4.1917, -1.7782, 0.3835], [-0.4447, 4.8395, -1.4446], [-0.2558, 4.1021, -2.2285], [4.9907, 2.4431, 5.9904], [4.0836, -0.5999, 8.9337], [-0.4537, 6.8936, 4.1546], [-2.2347, 1.0511, -0.5103], [3.5356, 3.5248, 3.2664], [-1.0140, 5.8594, 6.2244], [0.5539, 4.2402, 7.1825], [0.8945, 1.7876, 7.2697], [2.9076, 2.3759, 6.6069], [0.1891, 2.1803, -4.2224], [-4.0617, -0.0475, -0.8509], [1.5398, 4.2935, 0.3825], [-1.8438, 0.8656, -1.5144], [-3.5984, 1.7003, 3.0689], [4.2657, 1.9269, 6.6187], [-0.1110, 6.0288, 5.1722], [-0.4379, 4.4294, -3.5775], [1.0957, 5.3612, 5.0935], [2.8437, 1.9584, -1.3007], [4.6025, 0.2187, -1.0586], [2.8076, 3.9469, 2.5847], [-1.5572, 2.8855, 2.2841], [1.0920, 1.2427, 2.6850], [-2.0483, 2.1522, 1.6408], [2.6669, 1.0856, -0.6648]],
  "atomic_forces_ev_per_a": [[0.01, 0.38, 0.06], [0.20, 0.12, 0.04], [0.15, 0.20, 0.19], [-0.22, 0.06, -0.08], [-0.12, 0.32, -0.40], [0.24, 0.15, -0.10], [0.20, -0.06, -0.02], [1.19, 0.28, -1.35], [0.08, -0.03, 0.30], [-0.09, 0.62, -0.48], [0.68, 0.90, -0.19], [-0.08, 0.34, -0.08], [-1.73, 0.56, -0.03], [-0.02, 0.18, -0.11], [0.08, -0.44, 0.24], [-0.53, -0.26, 1.06], [0.22, 0.04, -0.12], [0.28, 0.10, -0.03], [0.00, 0.29, 1.12], [-0.26, 0.10, -0.02], [-0.23, 0.35, -0.10], [-0.07, 0.22, 0.16], [-0.02, 0.65, 0.38], [-0.38, -0.07, 0.02], [-0.12, -0.60, -0.66], [1.13, 0.79, -1.24], [-0.77, 0.80, 0.11], [0.67, -0.19, -0.14], [-0.28, -0.12, 0.04], [0.05, -0.27, 0.03], [0.13, -0.09, -0.02], [-0.20, -0.18, 0.15], [0.27, -0.45, 0.05], [-0.98, -0.38, 0.66], [0.34, 0.05, -0.08], [0.08, -0.03, 0.26], [-0.08, 0.15, 0.03], [-0.24, 0.33, 0.11], [1.26, -0.37, 0.03], [-0.13, -0.17, -0.18], [0.09, 0.14, -0.26], [-0.20, 0.21, -0.02], [0.04, -0.08, -0.30], [0.08, -0.29, -0.67], [0.02, -0.22, 0.27], [-0.06, 0.08, -0.13], [0.51, -1.05, 1.42], [-0.27, -0.19, 0.46], [-0.11, 0.19, 0.19], [0.56, -0.33, -0.17], [-0.21, -0.29, -0.12], [0.35, -0.24, 0.07], [0.14, -1.26, 0.25], [-0.06, 0.06, 0.31], [0.15, 0.10, 0.23], [-0.19, 0.03, 0.32], [-0.14, 0.00, 0.33], [-0.07, 0.04, -0.30], [-0.30, 0.42, -0.21], [-0.34, 0.79, -0.94], [-0.02, -0.02, 0.15], [0.34, -0.35, -0.10], [0.00, -0.26, 0.24], [-0.20, -0.09, 0.16], [-0.78, -0.40, -0.96], [-0.08, -0.37, -0.05], [-0.03, 0.29, 0.12], [-0.27, -0.66, -0.18], [0.33, -0.50, 0.28]],
  "nbo_charge": [-0.4927, -0.2230, -0.2046, -0.2052, -0.2113, 0.2224, 0.2498, -0.3002, 0.2217, -0.2158, 0.0953, 0.2232, -0.2970, -0.2074, -0.6503, 0.3893, 0.2203, -0.2036, 0.1771, -0.2283, 0.2525, 0.2193, -0.9400, 0.2733, 1.7202, -0.3002, -0.1512, -0.2207, 0.2498, 0.2093, 0.2802, -0.5262, 0.2134, 0.4052, 0.2217, -0.2232, -0.2097, -0.5248, 0.3954, 0.1839, 0.2148, 0.2203, 0.2048, -0.2200, 0.2534, 0.2814, -0.2997, -0.1174, 0.1761, -0.2062, -0.1861, 0.2564, -0.1446, -0.1958, 0.2224, 0.2585, 0.2157, 0.2097, -0.1692, 0.3932, -0.1499, -0.1628, 0.2127, 0.2198, -0.4842, 0.1926, 0.2568, -0.2077, -0.1327]
}